14
Properties=species:S:1:pos:R:3:forces:R:3 method="wB97M-V/def2-TZVPD" total_charge=0 relative_energy_kj_mol=227.4 homo_energy_ha=-0.3458 max_force_ev_per_a=4.80 molar_mass_da=88.11 smiles=O[C@H]1CCOC1
O 1.163 1.775 -0.026 -1.006 0.334 0.417
C 0.527 0.653 -0.586 -1.234 -1.347 -0.626
C 0.829 -0.609 0.160 0.877 -0.522 0.185
C -0.465 -1.140 0.707 -0.254 -0.866 0.472
O -1.418 -0.093 0.698 -0.075 0.366 0.340
C -1.184 0.526 -0.500 4.235 1.776 -1.380
H 0.858 1.835 0.888 0.174 0.187 0.034
H 0.873 0.669 -1.617 -0.237 -0.247 -0.102
H 1.517 -0.421 0.973 0.349 0.154 0.158
H 1.291 -1.343 -0.483 0.238 -0.265 -0.183
H -0.337 -1.495 1.719 -0.273 -0.158 0.308
H -0.833 -1.956 0.088 -0.155 -0.231 -0.087
H -1.484 -0.032 -1.392 -0.320 0.220 0.118
H -1.130 1.600 -0.571 -2.320 0.601 0.345



12
Properties=species:S:1:pos:R:3:forces:R:3 method="wB97M-V/def2-TZVPD" total_charge=0 relative_energy_kj_mol=396.0 homo_energy_ha=-0.3611 max_force_ev_per_a=4.32 molar_mass_da=86.09
C -0.083 -0.808 0.663 0.591 -0.953 0.848
C 0.630 -0.440 -0.594 -3.996 -0.486 -1.564
C 1.128 0.892 -0.685 1.783 2.451 -0.273
O 1.044 1.726 0.214 0.139 -0.921 -0.878
C -1.262 0.120 0.735 -0.511 0.556 1.626
O -2.386 -0.239 0.970 0.097 -0.112 -0.374
H -0.422 -1.866 0.699 0.194 0.722 -0.172
H 0.560 -0.623 1.553 -0.296 -0.041 -0.439
H 1.006 -1.208 -1.276 -0.114 0.366 0.200
H -0.935 0.086 -1.373 3.138 -0.871 0.703
H 1.696 1.155 -1.641 -0.719 -0.237 0.803
H -0.976 1.204 0.734 -0.306 -0.473 -0.480



9
Properties=species:S:1:pos:R:3:forces:R:3 method="wB97M-V/def2-TZVPD" total_charge=0 relative_energy_kj_mol=196.1 homo_energy_ha=-0.3314 max_force_ev_per_a=4.23 molar_mass_da=88.13
C -0.551 1.220 0.469 1.654 2.786 2.719
C -0.394 0.011 -0.237 -2.390 -0.543 -3.125
C 0.765 -0.840 -0.431 2.098 -0.721 3.593
O -1.320 2.138 0.378 -0.056 0.160 -0.843
S -1.920 -0.377 -0.578 -0.883 -1.869 -0.843
H 0.110 1.226 1.328 0.739 0.140 0.933
H 0.413 -1.849 -0.352 -0.125 -0.641 -0.399
H 1.327 -0.715 0.585 -0.477 -0.189 -1.516
H 1.569 -0.815 -1.163 -0.562 0.876 -0.519



37
Properties=species:S:1:pos:R:3:forces:R:3 method="wB97M-V/def2-TZVPD" total_charge=+3 relative_energy_kj_mol=124.5 homo_energy_ha=-0.6885 max_force_ev_per_a=4.34 molar_mass_da=579.15
Ta 0.136 -2.184 0.859 -1.495 0.979 -0.539
C 4.514 -0.665 0.779 -0.016 0.071 0.040
C 3.468 0.281 0.293 0.044 -0.159 -0.088
N 3.809 1.561 -0.010 0.063 -0.292 0.054
C 2.970 2.428 -0.524 0.277 0.420 0.100
C 1.614 2.189 -0.821 -0.378 -0.218 -0.039
C 0.741 3.298 -1.370 0.047 0.090 -0.018
O 1.425 4.510 -1.408 0.044 -0.084 -0.007
C 1.169 0.899 -0.494 0.525 -0.470 0.262
C -0.178 0.438 -0.712 -0.008 0.252 0.244
N -0.814 -0.663 -0.260 0.505 -0.031 0.304
C -2.166 -0.904 -0.635 -0.475 -0.149 0.065
C -3.115 0.119 -0.683 0.365 -0.122 -0.039
C -4.401 -0.149 -1.102 -0.263 -0.089 -0.102
C -4.785 -1.444 -1.429 0.050 -0.097 0.023
C -3.878 -2.501 -1.339 -0.314 0.086 0.110
C -2.593 -2.210 -0.948 0.222 0.286 0.086
I -1.275 -3.912 -0.803 0.057 0.121 -0.185
C 2.162 -0.009 0.062 -2.775 1.129 -1.180
O 1.418 -1.174 0.187 3.694 -1.782 1.428
H 5.308 -0.100 1.263 -0.014 0.016 0.006
H 4.120 -1.397 1.484 -0.021 -0.006 -0.009
H 4.957 -1.199 -0.064 0.001 0.016 -0.024
H 3.364 3.420 -0.699 0.000 0.030 -0.057
H 0.355 3.002 -2.353 0.004 -0.036 0.000
H -0.119 3.417 -0.701 -0.024 0.006 -0.015
H 1.628 4.779 -2.311 -0.050 0.042 -0.001
H -0.801 1.084 -1.326 -0.015 -0.023 -0.012
H -2.841 1.124 -0.382 0.006 -0.003 0.007
H -5.117 0.660 -1.173 -0.035 -0.022 0.065
H -5.800 -1.652 -1.740 0.019 0.010 -0.072
H -4.192 -3.507 -1.587 -0.022 -0.001 0.012
C -0.225 -1.895 4.101 -0.026 0.026 -0.088
O -0.133 -2.039 2.625 0.016 0.003 -0.350
H -0.136 -0.836 4.320 0.003 0.012 0.000
H 0.599 -2.469 4.514 -0.002 -0.004 0.008
H -1.190 -2.299 4.387 -0.008 -0.008 0.012



19
Properties=species:S:1:pos:R:3:forces:R:3 method="wB97M-V/def2-TZVPD" total_charge=-1 relative_energy_kj_mol=263.9 homo_energy_ha="0.0299 / -0.1565" max_force_ev_per_a=4.76 molar_mass_da=112.13 spin_multiplicity=2
C -0.900 2.804 -0.521 -1.505 -3.076 -1.321
N -0.275 0.592 -3.204 4.447 1.464 0.837
C -0.644 0.916 -1.966 0.628 2.518 2.459
N -0.008 1.735 -1.115 0.326 0.857 -1.843
H -0.623 3.838 -0.676 0.198 0.198 -1.230
H -0.816 2.770 0.534 -0.403 -0.494 1.474
H -2.012 2.557 -0.907 1.989 1.088 1.166
H 0.748 0.803 -3.250 -1.221 -0.192 -0.576
H -0.609 0.082 -3.965 -1.394 -1.456 -0.532
H -1.577 0.747 -1.575 -3.073 -0.761 -0.432
H -1.135 -1.209 -0.621 0.129 1.091 -0.553
H -0.177 -1.792 0.461 0.014 0.409 -0.101
O -0.907 -1.989 -0.137 -0.080 -1.688 0.706
H 0.836 -0.259 6.058 2.294 -1.345 0.230
H 0.367 1.099 5.485 -0.363 -1.660 0.736
O 0.083 0.247 5.926 -1.940 2.994 -0.984
H 1.973 -2.557 -0.547 0.275 0.861 0.011
H 1.700 -3.948 -0.503 0.052 -0.670 0.165
O 2.395 -3.351 -0.207 -0.372 -0.140 -0.212



13
Properties=species:S:1:pos:R:3:forces:R:3 method="wB97M-V/def2-TZVPD" total_charge=0 relative_energy_kj_mol=238.3 homo_energy_ha="-0.3405 / -0.3488" max_force_ev_per_a=2.32 molar_mass_da=301.95
C 0.163 -0.709 -1.635 -0.470 0.493 2.048
C -0.262 -0.559 -0.326 1.564 -0.542 -0.507
C 2.084 -0.185 -0.768 0.261 0.060 2.306
C 4.584 0.033 -0.121 -1.228 -0.659 -0.739
N 1.533 -0.448 -1.842 -0.869 -0.210 -0.020
N 4.529 0.132 -1.553 0.286 0.398 -1.890
O 4.564 -0.869 -2.227 0.125 -0.955 0.094
O 4.445 1.239 -2.037 -0.018 0.812 0.040
S 1.099 -0.231 0.736 0.402 0.258 -1.936
Br 5.006 1.620 0.655 0.138 0.122 0.993
Br 4.945 -1.681 0.449 0.165 0.174 0.725
H -0.511 -1.008 -2.409 0.106 0.021 -0.598
H -1.174 -0.778 0.197 -0.462 0.028 -0.514



66
Properties=species:S:1:pos:R:3:forces:R:3 method="wB97M-V/def2-TZVPD" total_charge=-1 homo_energy_ha=-0.1104 max_force_ev_per_a=3.18 molar_mass_da=470.03
C 1.559 0.823 1.529 0.176 -0.241 0.242
C 0.168 1.065 0.694 0.537 0.623 0.077
F 0.102 0.279 -0.595 0.739 1.151 1.631
Ga -1.400 0.449 1.962 -0.139 -0.533 -0.472
N -2.278 -1.174 1.291 -0.690 0.288 -0.077
B -2.714 2.054 2.050 -0.818 0.254 -0.074
N -2.352 3.178 3.043 0.751 -0.371 -1.338
O -3.890 2.071 1.157 2.593 1.717 -0.637
H 1.271 0.246 2.534 0.844 1.317 -2.219
H 2.333 0.155 0.959 -1.399 1.237 0.871
H 2.114 1.831 1.844 -1.231 -2.030 -0.742
H 0.034 2.205 0.369 0.603 -2.346 0.415
H -0.805 0.249 3.463 0.174 -0.155 -0.045
H -2.960 -0.834 0.548 0.828 -0.730 1.522
H -2.824 -1.595 2.087 0.502 0.733 -1.524
H -1.793 3.851 2.437 -1.031 -0.642 0.995
H -1.623 2.762 3.678 -0.922 0.516 -0.960
H -3.482 2.084 0.220 -1.132 -0.623 1.857
C -5.299 -5.179 2.365 -0.131 -0.161 0.283
C -4.615 -4.079 1.601 0.503 1.410 0.128
O -4.408 -2.973 2.095 -0.689 -1.237 -0.089
N -4.219 -4.336 0.321 -0.267 0.050 0.442
C -4.369 -5.559 -0.431 0.243 0.439 -0.184
H -5.554 -4.824 3.367 0.137 0.060 -0.297
H -6.222 -5.470 1.856 0.103 -0.175 0.036
H -4.630 -6.039 2.462 -0.183 -0.074 -0.067
H -3.767 -3.547 -0.126 0.077 -0.063 0.187
H -3.373 -5.899 -0.726 -0.149 -0.272 -0.109
H -4.953 -5.335 -1.328 -0.007 -0.337 -0.063
H -4.867 -6.342 0.141 0.069 0.178 -0.019
C 3.469 -3.671 2.433 -0.136 -0.071 0.234
C 4.153 -2.571 1.669 0.241 1.110 0.214
O 4.360 -1.465 2.163 -0.008 -0.708 -0.247
N 4.549 -2.828 0.390 -0.046 0.104 0.479
C 4.399 -4.051 -0.363 0.193 0.363 -0.320
H 3.214 -3.316 3.435 0.102 0.064 -0.320
H 2.546 -3.962 1.924 0.105 -0.118 0.058
H 4.138 -4.531 2.531 -0.157 -0.065 -0.083
H 5.001 -2.039 -0.058 -0.182 -0.211 0.107
H 5.395 -4.391 -0.658 -0.144 -0.283 -0.098
H 3.815 -3.827 -1.260 -0.015 -0.334 -0.014
H 3.901 -4.834 0.209 0.070 0.221 -0.022
C -2.908 3.330 -4.263 -0.005 -0.152 -0.282
C -3.079 3.229 -2.774 -0.218 -0.713 0.970
O -3.373 2.171 -2.221 0.137 0.614 -0.408
N -2.900 4.357 -2.028 -0.091 -0.486 -0.359
C -2.556 5.682 -2.485 -0.035 -0.028 0.517
H -3.083 2.351 -4.719 0.027 0.188 0.274
H -3.632 4.037 -4.676 0.185 0.052 -0.062
H -1.888 3.645 -4.502 -0.141 0.106 -0.085
H -3.033 4.208 -1.034 0.014 0.053 -0.167
H -1.621 5.976 -2.000 -0.021 0.253 -0.211
H -3.351 6.365 -2.173 0.159 0.219 -0.183
H -2.437 5.733 -3.567 -0.037 -0.111 0.176
C 4.004 2.766 -2.571 -0.170 0.046 -0.168
C 5.381 3.204 -2.157 0.723 0.398 -0.035
O 6.053 3.975 -2.838 -0.246 -0.219 0.130
N 5.884 2.720 -0.986 -0.144 0.337 -0.717
C 5.258 1.813 -0.053 0.347 0.023 0.271
H 3.742 3.235 -3.524 0.215 -0.047 0.238
H 3.980 1.681 -2.702 -0.193 0.083 0.161
H 3.271 3.076 -1.821 -0.023 -0.269 -0.048
H 6.815 3.061 -0.776 -0.274 -0.080 -0.068
H 5.193 2.315 0.916 -0.211 -0.328 0.044
H 5.896 0.931 0.042 -0.269 -0.105 0.204
H 4.262 1.508 -0.372 0.159 0.108 0.048



141
Properties=species:S:1:pos:R:3:forces:R:3 method="wB97M-V/def2-TZVPD" total_charge=0 homo_energy_ha=-0.3278 max_force_ev_per_a=3.93 molar_mass_da=872.12 smiles="CCN[C@@](N)(OC(=O)CCC(C)C)N(C(C)=O)C(C)=O.CNC(C)=O.CNC(C)=O.CNC(C)=O.CNC(C)=O.CNC(C)=O.CNC(C)=O.CNC(C)=O.CNC(C)=O"
C -0.538 1.532 1.430 0.033 -0.285 -0.229
C 0.723 0.938 0.801 -0.886 0.702 -0.076
N 0.681 -0.538 0.887 0.972 -0.112 -0.300
C 1.457 -1.194 -0.175 -0.972 1.337 0.468
N 2.724 -0.562 -0.312 -0.020 -0.279 -0.639
O 1.493 -2.591 0.245 0.248 0.499 0.494
C 2.692 -3.220 0.164 -0.087 -0.315 2.373
O 3.259 -3.413 -0.842 1.072 -0.082 -2.861
C 3.252 -3.717 1.483 -1.517 -0.387 0.669
C 3.632 -5.202 1.434 0.309 -0.033 -0.951
C 4.994 -5.551 0.777 0.116 0.030 -0.301
C 5.959 -4.376 0.604 -0.113 -0.344 0.295
C 4.843 -6.312 -0.557 -0.190 0.442 0.762
N 0.656 -1.056 -1.393 0.404 -0.888 0.069
C -0.782 -1.187 -1.135 1.068 -2.555 0.991
C -1.424 -2.468 -0.699 0.417 -0.713 0.263
O -1.428 -0.232 -1.262 -1.955 3.319 -0.780
C 1.117 -1.891 -2.460 1.770 1.864 -0.583
C 2.200 -1.323 -3.351 0.408 0.635 1.010
O 0.696 -2.957 -2.722 -1.660 -2.273 -0.144
H -0.791 0.955 2.311 -0.071 0.273 0.363
H -1.373 1.448 0.738 -0.057 -0.151 -0.134
H -0.426 2.596 1.649 0.141 -0.201 0.168
H 1.609 1.366 1.272 0.173 -0.181 0.087
H 0.741 1.264 -0.231 0.220 -0.256 -0.307
H 1.171 -0.772 1.746 -0.400 -0.339 0.133
H 3.247 -0.842 -1.130 0.163 -0.062 0.228
H 3.275 -0.583 0.535 0.045 -0.088 -0.050
H 2.427 -3.632 2.195 0.066 0.113 0.139
H 4.034 -3.061 1.857 0.232 0.076 -0.245
H 2.863 -5.692 0.835 -0.150 -0.089 0.084
H 3.555 -5.658 2.416 0.098 0.217 0.291
H 5.496 -6.248 1.450 0.068 -0.004 0.151
H 6.942 -4.759 0.369 0.192 -0.076 -0.045
H 6.070 -3.856 1.553 0.091 0.305 -0.055
H 5.690 -3.694 -0.200 -0.315 0.112 0.090
H 4.569 -7.342 -0.337 0.112 -0.204 -0.278
H 5.794 -6.234 -1.077 0.014 -0.389 -0.251
H 4.060 -5.878 -1.173 0.010 0.135 -0.082
H -1.407 -3.219 -1.483 0.060 0.014 -0.212
H -2.440 -2.278 -0.387 -0.208 0.240 -0.083
H -0.893 -2.907 0.141 0.194 0.038 0.039
H 2.255 -0.240 -3.263 -0.092 0.053 -0.222
H 3.159 -1.712 -2.999 0.059 -0.220 -0.087
H 2.039 -1.649 -4.364 -0.136 -0.022 -0.308
C 10.978 -5.271 0.559 -0.008 0.024 -0.041
C 9.865 -5.130 1.568 -0.192 0.137 0.023
O 8.923 -4.371 1.394 0.267 -0.033 0.054
N 9.938 -5.884 2.698 0.149 0.014 -0.188
C 10.967 -6.834 3.081 -0.406 0.121 0.248
H 10.776 -4.610 -0.279 -0.087 0.020 0.056
H 11.933 -4.989 1.003 0.042 -0.120 -0.032
H 11.031 -6.296 0.190 0.124 0.001 0.039
H 9.163 -5.740 3.326 0.021 -0.015 0.000
H 10.515 -7.818 3.218 0.167 -0.077 -0.020
H 11.412 -6.520 4.027 0.147 -0.105 -0.037
H 11.744 -6.902 2.328 -0.031 0.037 -0.028
C -2.802 2.079 6.263 0.075 -0.086 -0.042
C -2.166 2.424 4.940 0.135 -0.018 -0.167
O -1.174 1.845 4.519 0.061 -0.027 0.274
N -2.730 3.416 4.203 -0.020 -0.050 0.162
C -3.897 4.222 4.513 0.302 -0.021 -0.270
H -2.238 1.274 6.725 0.079 0.013 -0.107
H -2.789 2.942 6.929 -0.217 -0.009 0.002
H -3.829 1.747 6.117 -0.067 0.180 0.135
H -2.249 3.588 3.331 -0.012 0.008 0.005
H -4.643 4.082 3.727 -0.122 0.086 0.101
H -3.603 5.275 4.534 -0.160 0.044 0.049
H -4.335 3.955 5.471 0.067 -0.083 -0.049
C 0.751 7.195 1.542 -0.035 0.009 -0.040
C 0.721 5.724 1.881 -0.050 -0.248 0.020
O -0.035 4.944 1.323 -0.076 0.176 -0.033
N 1.573 5.279 2.841 -0.033 0.210 -0.120
C 2.538 6.040 3.612 -0.102 -0.471 0.029
H 0.019 7.390 0.764 -0.014 -0.105 0.007
H 0.497 7.793 2.418 0.119 0.058 -0.015
H 1.736 7.482 1.173 0.002 0.089 0.098
H 1.496 4.288 3.016 -0.016 0.023 0.042
H 3.537 5.635 3.439 0.071 0.157 0.062
H 2.305 5.947 4.674 0.100 0.145 0.031
H 2.528 7.089 3.336 -0.037 -0.014 -0.036
C -1.159 -0.476 -4.455 0.089 0.060 -0.099
C -0.477 -0.228 -5.777 0.140 -0.097 -0.124
O 0.461 -0.913 -6.169 -0.041 0.015 -0.020
N -0.937 0.798 -6.539 -0.064 -0.155 0.166
C -2.026 1.715 -6.251 0.252 0.004 -0.378
H -0.686 -1.321 -3.966 -0.048 -0.021 -0.208
H -1.065 0.397 -3.809 -0.167 -0.025 0.046
H -2.212 -0.714 -4.612 -0.035 0.115 0.110
H -0.436 0.911 -7.408 -0.010 0.067 0.020
H -2.780 1.636 -7.036 -0.110 0.083 0.102
H -1.642 2.736 -6.239 -0.142 0.049 0.091
H -2.484 1.496 -5.293 0.051 -0.042 0.008
C 0.380 0.529 -12.321 -0.008 0.034 -0.045
C -0.736 0.539 -11.305 -0.244 0.093 0.064
O -1.699 1.284 -11.407 0.084 0.002 -0.027
N -0.638 -0.317 -10.253 0.174 0.108 -0.200
C 0.418 -1.271 -9.955 -0.368 0.120 0.357
H 0.159 1.261 -13.091 -0.088 0.015 0.060
H 1.328 0.794 -11.850 0.046 -0.122 -0.042
H 0.463 -0.454 -12.787 0.128 -0.003 0.047
H -1.417 -0.258 -9.616 0.005 -0.068 -0.010
H -0.011 -2.273 -9.911 0.184 -0.074 -0.006
H 0.843 -1.027 -8.979 0.149 -0.199 -0.021
H 1.202 -1.251 -10.704 -0.060 0.066 -0.052
C -7.294 3.579 8.984 0.050 -0.066 0.034
C -6.669 3.937 7.659 0.147 -0.011 -0.175
O -5.674 3.362 7.236 -0.075 -0.002 0.111
N -7.250 4.927 6.938 -0.019 -0.160 0.301
C -8.426 5.719 7.270 0.345 0.018 -0.474
H -6.719 2.776 9.437 0.055 0.011 -0.089
H -7.281 4.438 9.656 -0.138 -0.010 0.003
H -8.320 3.237 8.843 -0.039 0.106 0.081
H -6.782 5.114 6.065 -0.039 0.022 0.005
H -9.179 5.583 6.496 -0.157 0.101 0.147
H -8.145 6.772 7.303 -0.200 0.046 0.098
H -8.847 5.433 8.228 0.032 -0.044 -0.007
C 4.331 -5.993 -3.999 0.044 -0.034 -0.062
C 4.995 -5.921 -5.352 0.164 -0.162 -0.110
O 5.886 -6.689 -5.682 -0.048 0.033 0.059
N 4.563 -4.959 -6.211 -0.068 -0.040 0.212
C 3.523 -3.968 -5.999 0.269 -0.054 -0.387
H 4.774 -6.804 -3.429 0.081 -0.010 -0.103
H 4.483 -5.061 -3.452 -0.175 -0.001 0.031
H 3.264 -6.190 -4.109 -0.028 0.153 0.090
H 5.048 -4.964 -7.094 -0.017 0.007 0.013
H 2.745 -4.092 -6.755 -0.122 0.104 0.112
H 3.950 -2.969 -6.101 -0.151 0.071 0.092
H 3.078 -4.067 -5.015 -0.001 -0.025 0.026
C -13.306 5.397 6.221 -0.001 0.000 0.055
C -12.118 6.237 5.820 0.131 0.153 0.075
O -11.417 6.805 6.645 -0.042 -0.073 -0.008
N -11.843 6.348 4.493 -0.147 -0.150 0.147
C -12.551 5.754 3.374 0.388 0.285 -0.025
H -13.393 5.407 7.303 0.082 0.063 -0.009
H -14.223 5.805 5.793 -0.017 -0.119 -0.056
H -13.173 4.366 5.891 -0.115 0.015 -0.067
H -11.039 6.923 4.298 -0.034 0.008 -0.026
H -11.867 5.117 2.811 -0.143 -0.085 -0.071
H -12.911 6.545 2.715 -0.120 -0.116 -0.068
H -13.395 5.159 3.708 0.017 0.015 0.052